1.
Formula: C23H21BrCrN4O8S2
Source: OMol25
Level of theory: ωB97M-V/def2-TZVPD

Structure (ORCA input):
```
! RIJCOSX wB97M-V def2-TZVPD def2/J DEFGRID3
* xyz -1 4
Cr -0.436 -0.682 -1.488
O -3.154 0.431 0.833
C -1.989 0.790 0.789
O -1.143 0.570 -0.159
C -1.423 1.564 1.974
C -0.924 0.554 3.017
C -0.534 1.276 4.314
C 0.827 1.893 3.910
C 0.916 1.466 2.436
O 0.341 0.156 2.475
C -0.103 2.316 1.650
C -0.023 2.601 0.158
O -0.877 3.321 -0.311
O 0.746 2.131 -2.079
H -2.218 2.194 2.368
H -1.574 -0.309 3.137
H -1.277 2.019 4.605
H -0.423 0.566 5.133
H 0.870 2.974 4.039
H 1.646 1.449 4.475
H 1.925 1.426 2.051
H -0.116 3.320 2.083
Br 4.163 5.272 -0.029
C 3.217 3.624 -0.143
C 3.905 2.438 0.330
C 3.325 1.234 0.154
C 2.020 1.063 -0.421
C 1.193 2.292 -0.757
C 1.996 3.579 -0.661
N 1.516 -0.129 -0.697
C 2.221 -1.260 -0.489
C 1.572 -2.494 -0.521
C 2.276 -3.711 -0.299
C 1.621 -4.899 -0.364
C 0.245 -4.915 -0.670
C -0.381 -3.719 -0.882
N 0.234 -2.523 -0.781
H 4.878 2.531 0.788
H 3.875 0.370 0.497
H -0.148 2.499 -2.152
H 1.488 4.457 -1.039
H 3.277 -1.247 -0.264
H 3.336 -3.657 -0.090
H 2.157 -5.826 -0.199
H -0.315 -5.834 -0.757
H -1.424 -3.693 -1.155
N -3.218 -1.493 -2.590
C -4.421 -1.952 -2.246
C -4.373 -2.301 -0.909
C -3.067 -2.002 -0.522
N -2.375 -1.527 -1.551
H -2.868 -1.157 -3.508
H -5.218 -1.994 -2.968
H -5.175 -2.669 -0.296
H -2.599 -2.093 0.443
O -0.198 1.016 -5.086
S -0.867 0.062 -4.252
O -1.250 0.610 -2.886
O -2.051 -0.555 -4.859
S 0.377 -1.422 -3.576
*
```

Output
Frontier orbital gap (alpha / beta) ... 0.21863 / 0.21675 hartree
HOMO energy (alpha / beta) ... -4.0316 / -4.0359 eV
Electronic energy ... -6125.040266 hartree
Energy above the lowest of the compared OMol25 structures with the same formula, charge and spin ... 0.0 kcal/mol

=====

2.
Formula: C37H20Br5CuF4NO2P
Source: OMol25
Level of theory: ωB97M-V/def2-TZVPD

Structure (ORCA input):
```
! RIJCOSX wB97M-V def2-TZVPD def2/J DEFGRID3
* xyz -1 2
Cu -8.999 12.612 13.691
Br -8.312 5.904 15.600
C -8.060 7.717 15.038
C -6.689 8.108 14.769
Br -5.243 6.826 14.615
C -6.431 9.427 14.419
Br -4.683 10.139 14.161
C -7.482 10.328 14.143
O -7.311 11.533 13.737
C -8.915 9.890 14.317
O -9.831 10.763 14.048
C -9.154 8.538 14.855
Br -10.966 8.062 15.233
F -9.707 19.707 16.945
C -9.492 18.414 16.717
C -8.523 17.730 17.410
F -7.690 18.413 18.270
C -8.370 16.361 17.143
F -7.519 15.734 17.966
C -9.041 15.646 16.143
P -8.779 13.946 15.510
C -7.122 13.624 16.032
C -6.765 12.384 16.586
C -5.459 12.116 16.924
C -4.459 13.077 16.812
C -4.853 14.347 16.314
C -6.139 14.627 15.888
C -9.745 13.136 16.807
C -11.029 12.613 16.535
C -11.905 12.296 17.608
C -11.509 12.565 18.921
C -10.184 12.952 19.180
C -9.304 13.188 18.148
C -10.012 16.375 15.491
Br -11.141 15.544 14.229
C -10.234 17.736 15.754
F -11.203 18.383 15.079
H -7.562 11.628 16.707
H -5.165 11.114 17.213
H -3.405 12.827 16.976
H -4.086 15.153 16.307
H -6.452 15.636 15.607
H -11.387 12.539 15.483
H -12.869 11.816 17.368
H -12.218 12.459 19.737
H -9.842 12.992 20.211
H -8.337 13.577 18.383
N -9.652 13.375 12.105
C -9.895 13.058 10.912
C -9.815 11.609 10.499
C -10.823 10.967 9.802
C -10.749 9.582 9.627
C -9.711 8.832 10.092
C -8.722 9.463 10.860
C -8.759 10.837 11.018
C -10.400 13.997 9.940
C -10.662 15.308 10.318
C -11.522 16.128 9.602
C -11.971 15.699 8.362
C -11.488 14.510 7.814
C -10.699 13.661 8.586
H -11.681 11.450 9.332
H -11.578 9.086 9.124
H -9.665 7.748 9.887
H -7.907 8.899 11.322
H -7.975 11.335 11.546
H -10.227 15.675 11.265
H -11.775 17.134 9.966
H -12.740 16.363 7.814
H -11.788 14.322 6.744
H -10.306 12.764 8.140
*
```

Output
Frontier orbital gap (alpha / beta) ... 0.23816 / 0.16899 hartree
HOMO energy (alpha / beta) ... -4.4523 / -3.7645 eV
Electronic energy ... -16878.550796 hartree
Energy above the lowest of the compared OMol25 structures with the same formula, charge and spin ... 46.4 kcal/mol

=====

3.
Formula: C29H30N7O5PSeTeY
Source: OMol25
Level of theory: ωB97M-V/def2-TZVPD

Structure (ORCA input):
```
! RIJCOSX wB97M-V def2-TZVPD def2/J DEFGRID3
* xyz 1 1
Y -0.114 0.278 -0.098
Se -3.819 7.544 0.663
N -2.266 6.902 1.223
C -2.160 5.688 0.746
C -1.003 4.829 0.972
C 0.093 5.243 1.727
C 1.148 4.376 1.893
C 1.090 3.131 1.275
N 0.065 2.731 0.534
C -0.988 3.554 0.406
C -2.150 3.052 -0.349
N -2.107 1.779 -0.780
C -3.109 1.326 -1.525
C -4.219 2.094 -1.859
C -4.295 3.381 -1.378
C -3.245 3.878 -0.607
C -3.259 5.226 -0.052
N -4.246 6.069 -0.219
H 0.086 6.230 2.169
H 2.012 4.643 2.483
H 1.902 2.426 1.395
H -3.028 0.300 -1.857
H -5.003 1.672 -2.470
H -5.144 4.020 -1.582
C 1.661 -3.275 2.429
C 1.002 -1.937 2.209
O 0.609 -1.693 1.059
C 0.844 -1.012 3.317
C 1.400 -1.318 4.576
C 1.242 -0.492 5.658
C 0.489 0.682 5.506
C -0.074 1.007 4.298
C 0.091 0.183 3.162
O -0.445 0.550 2.035
H 1.645 -3.822 1.490
H 1.151 -3.845 3.205
H 2.696 -3.137 2.744
H 1.974 -2.228 4.692
H 1.685 -0.741 6.611
H 0.350 1.339 6.355
H -0.664 1.907 4.174
C -2.852 -4.783 -0.416
N -2.792 -3.347 -0.195
C -3.686 -2.596 0.534
C -3.206 -1.325 0.525
N -2.037 -1.286 -0.200
C -1.817 -2.522 -0.608
H -3.881 -5.115 -0.313
H -2.233 -5.310 0.308
H -2.507 -5.014 -1.421
H -4.562 -3.027 0.985
H -3.612 -0.448 1.000
H -0.957 -2.833 -1.180
C 2.728 -1.786 -5.566
C 2.139 -2.140 -4.222
O 2.626 -1.172 -3.257
P 2.132 -1.292 -1.750
O 0.620 -1.312 -1.682
Te 3.007 0.543 -0.529
O 2.639 -2.709 -1.222
C 4.023 -2.931 -0.850
C 5.015 -2.763 -1.979
H 2.412 -2.518 -6.309
H 3.816 -1.788 -5.517
H 2.397 -0.798 -5.884
H 2.445 -3.138 -3.905
H 1.048 -2.099 -4.236
H 4.030 -3.958 -0.491
H 4.256 -2.264 -0.017
H 4.760 -3.403 -2.825
H 5.998 -3.062 -1.613
H 5.082 -1.731 -2.321
N 0.346 1.828 -3.740
C 0.181 1.416 -2.671
H 0.543 2.148 -4.665
*
```

Output
Frontier orbital gap ... 0.25770 hartree
HOMO energy ... -10.0170 eV
Electronic energy ... -4931.862972 hartree
Energy above the lowest of the compared OMol25 structures with the same formula, charge and spin ... 0.7 kcal/mol

=====

4.
Formula: C4H7N3
Source: OMol25
Level of theory: ωB97M-V/def2-TZVPD

Structure (ORCA input):
```
! RIJCOSX wB97M-V def2-TZVPD def2/J DEFGRID3
* xyz 0 1
H -1.576 2.278 -0.160
N -0.455 2.305 0.272
C -0.167 1.062 0.256
N 1.094 0.405 0.476
C 1.455 -0.737 -0.200
C 0.553 -1.754 -0.406
C -0.897 -1.338 -0.143
N -1.206 0.135 -0.124
H 1.848 1.156 -0.075
H 2.390 -1.014 -0.079
H 0.590 -2.767 -0.669
H -1.413 -1.773 -1.027
H -1.300 -1.629 0.825
H -2.231 0.439 -0.215
*
```

Output
Frontier orbital gap ... 0.34346 hartree
HOMO energy ... -8.6337 eV
Electronic energy ... -320.767820 hartree
Structure (SMILES) ... [H]/N=C1/NC=CCN1
Energy above the lowest of the compared OMol25 structures with the same formula, charge and spin ... 72.5 kcal/mol

=====

5.
Formula: C14H11F4N2O
Source: OMol25
Level of theory: ωB97M-V/def2-TZVPD

Structure (ORCA input):
```
! RIJCOSX wB97M-V def2-TZVPD def2/J DEFGRID3
* xyz 1 1
N -2.626 -0.969 0.869
N -3.609 0.055 0.886
C -4.930 -0.295 0.811
O -5.293 -1.460 0.885
H -2.924 -1.666 1.559
H -2.671 -1.419 -0.050
H -3.335 0.984 0.594
H -5.553 0.612 0.695
F 1.876 2.444 -3.824
C 1.175 2.426 -2.634
C 0.290 3.476 -2.393
C -0.404 3.428 -1.183
F -1.305 4.432 -0.902
C -0.234 2.417 -0.261
C 0.665 1.333 -0.524
C 0.721 0.340 0.481
C 1.487 -0.844 0.597
C 1.212 -1.634 1.759
C 1.879 -2.821 1.973
F 1.576 -3.553 3.100
C 2.847 -3.317 1.097
C 3.118 -2.534 -0.025
F 4.073 -2.995 -0.908
C 2.489 -1.325 -0.299
C 1.384 1.368 -1.757
H 0.145 4.283 -3.102
H -0.777 2.417 0.683
H 0.059 0.526 1.331
H 0.461 -1.273 2.459
H 3.359 -4.254 1.285
H 2.767 -0.761 -1.180
H 2.077 0.579 -2.021
*
```

Output
Frontier orbital gap ... 0.20957 hartree
HOMO energy ... -12.6183 eV
Electronic energy ... -1123.972479 hartree
Energy above the lowest of the compared OMol25 structures with the same formula, charge and spin ... 0.0 kcal/mol

=====

6.
Formula: C51H54F6NO2P2
Source: OMol25
Level of theory: ωB97M-V/def2-TZVPD

Structure (ORCA input):
```
! RIJCOSX wB97M-V def2-TZVPD def2/J DEFGRID3
* xyz 1 1
C -7.464 -0.434 -4.006
C -6.050 -0.361 -4.194
P -4.126 -0.033 -4.164
C -3.415 -0.851 -5.737
N -2.060 -0.247 -6.113
C -2.183 0.809 -7.186
C -3.512 -0.760 -2.513
O -2.108 -1.176 -2.471
C -1.163 -0.065 -2.618
C -1.508 1.428 -1.946
C -0.512 2.745 -2.090
C -0.988 4.194 -1.404
C 0.874 2.530 -2.934
C 1.226 1.057 -3.566
C 0.242 -0.291 -3.427
C 0.817 -1.653 -4.100
C -0.259 -2.809 -4.490
C 1.745 -1.409 -5.468
P -3.887 2.119 -4.397
O -4.795 2.735 -5.569
H -8.516 -0.220 -3.481
H -4.173 -0.662 -6.639
H -3.348 -2.016 -5.607
H -1.538 -1.042 -6.583
H -3.274 1.158 -7.425
H -1.566 1.755 -6.839
H -1.629 0.411 -8.166
H -3.841 -0.059 -1.604
H -4.149 -1.758 -2.346
H -2.502 1.631 -1.316
H -2.152 4.304 -1.638
H -0.475 5.125 -1.901
H -0.906 4.172 -0.225
H 1.575 3.480 -3.070
H 2.259 0.991 -4.163
H 1.576 -2.134 -3.315
H -0.471 -3.487 -3.531
H 0.191 -3.530 -5.316
H -1.306 -2.440 -4.855
H 2.781 -0.928 -5.117
H 2.045 -2.453 -5.944
H 1.147 -0.729 -6.211
H -2.475 2.346 -4.719
H -4.134 2.764 -3.129
F 3.455 -3.015 -3.150
C 3.877 -2.799 -1.897
C 2.986 -2.948 -0.840
C 3.426 -2.728 0.465
C 4.751 -2.349 0.698
C 5.636 -2.197 -0.371
C 5.198 -2.428 -1.675
H 1.959 -3.234 -1.041
H 2.739 -2.849 1.299
H 5.092 -2.173 1.715
H 6.665 -1.899 -0.187
H 5.875 -2.323 -2.516
F 2.205 5.487 -2.938
C 2.177 6.809 -3.154
C 0.995 7.511 -2.946
C 0.967 8.888 -3.166
C 2.119 9.546 -3.603
C 3.299 8.831 -3.814
C 3.330 7.456 -3.583
H 0.108 6.982 -2.614
H 0.050 9.448 -2.998
H 2.096 10.620 -3.779
H 4.194 9.345 -4.159
H 4.241 6.887 -3.734
F -2.331 -4.435 3.428
C -2.704 -3.340 2.752
C -2.102 -3.050 1.533
C -2.494 -1.913 0.827
C -3.477 -1.072 1.354
C -4.071 -1.368 2.581
C -3.687 -2.512 3.281
H -1.334 -3.711 1.143
H -2.035 -1.682 -0.131
H -3.779 -0.182 0.805
H -4.833 -0.710 2.991
H -4.146 -2.762 4.232
F 2.346 -1.792 3.573
C 1.968 -2.647 4.533
C 2.923 -3.166 5.401
C 2.530 -4.051 6.405
C 1.186 -4.417 6.522
C 0.237 -3.895 5.643
C 0.628 -3.001 4.647
H 3.963 -2.876 5.290
H 3.267 -4.457 7.093
H 0.881 -5.112 7.302
H -0.808 -4.184 5.733
H -0.098 -2.578 3.960
F 5.209 0.111 3.440
C 4.574 1.167 2.916
C 3.190 1.139 2.788
C 2.528 2.240 2.246
C 3.259 3.355 1.828
C 4.649 3.371 1.955
C 5.309 2.274 2.507
H 2.639 0.261 3.111
H 1.445 2.231 2.150
H 2.742 4.212 1.401
H 5.216 4.238 1.625
H 6.388 2.274 2.622
F -1.455 -5.341 8.015
C -2.081 -4.305 8.588
C -3.158 -4.540 9.436
C -3.807 -3.462 10.037
C -3.379 -2.158 9.774
C -2.301 -1.932 8.917
C -1.645 -3.011 8.325
H -3.481 -5.559 9.622
H -4.644 -3.636 10.708
H -3.889 -1.317 10.239
H -1.973 -0.916 8.710
H -0.800 -2.854 7.663
*
```

Output
Frontier orbital gap ... 0.22396 hartree
HOMO energy ... -10.4562 eV
Electronic energy ... -3462.031662 hartree